Entry 1:
ORCA calculation (ωB97M-V/def2-TZVPD) on the molecule C3H3N3O2 at a distorted geometry.

```
! RIJCOSX wB97M-V def2-TZVPD def2/J DEFGRID3
* xyz 0 1
C 2.46486 -0.00105 0.02096
C -1.87813 -0.64420 -0.00557
C -0.40080 0.81288 0.00559
H 3.61498 -0.40021 0.01060
H 2.26385 1.13384 0.08805
H -2.83770 -1.24886 0.02789
N 1.58475 -0.92601 -0.04198
N 0.24934 -0.46212 0.00324
N -1.72824 0.67738 -0.00334
O -0.70000 -1.41644 0.01616
O 0.08780 1.97702 -0.01089
*
```

Properties
maximum force: 5.778 eV/Å
HOMO energy: -9.59 eV
orbital gap: 9.6 eV
SMILES: C=Nn1ocnc1=O

Here are the natural (NBO) charges for atoms 1 to 8, given in e: -0.1044, 0.3763, 0.6543, 0.2044, 0.2366, 0.2236, -0.2299, -0.0294



Entry 2:
ORCA calculation (ωB97M-V/def2-TZVPD) on a cluster of 2 separate species, C3H3N3O2 in total at a distorted geometry.

```
! RIJCOSX wB97M-V def2-TZVPD def2/J DEFGRID3
* xyz 0 1
C 0.46784 0.45059 0.08388
C -1.76568 0.25628 0.29512
C 0.37532 -1.85412 -1.27990
N 1.65077 -0.24214 -0.26149
N 1.28705 -1.20384 -0.91917
N 0.61445 1.29762 0.99579
O -2.03445 -0.71595 -0.29539
O -2.08062 1.19314 0.98882
H 0.23892 -2.58043 -2.09431
H -0.24877 1.66683 1.37187
H 1.49517 1.73202 1.11478
*
```

Properties
maximum force: 3.831 eV/Å
HOMO energy: -9.04 eV
orbital gap: 8.6 eV

Here are the natural (NBO) charges for atoms 1 to 8, given in e: 0.1866, 0.9752, 0.1356, -0.4278, -0.0095, -0.7346, -0.5641, -0.6221



Entry 3:
ORCA calculation (ωB97M-V/def2-TZVPD) on the molecule C3H3N3O2 at a distorted geometry.

```
! RIJCOSX wB97M-V def2-TZVPD def2/J DEFGRID3
* xyz 0 1
C -0.81442 0.02441 -0.12944
C 1.41187 0.75726 -0.03006
C 2.65340 0.22935 -0.24763
H -1.21964 -1.96558 0.52266
H -2.24396 -0.72867 0.58511
H -2.43581 0.88072 -0.76277
N -1.34660 -0.85367 0.63640
N -1.32933 1.02218 -0.76859
N 3.45488 -0.90288 -0.18744
O 0.51591 -0.22559 -0.32095
O 1.35372 1.76249 0.70272
*
```

Properties
maximum force: 17.984 eV/Å
HOMO energy: -10.37 eV
orbital gap: 9.1 eV
SMILES: [H]/N=C(\N)OC(=O)C#N

Here are the natural (NBO) charges for atoms 1 to 8, given in e: 0.6610, 0.6323, 0.1899, 0.4087, 0.3688, 0.3319, -0.7755, -0.6917



Entry 4:
ORCA calculation (ωB97M-V/def2-TZVPD) on the molecule C3H3N3O3 at a distorted geometry.

```
! RIJCOSX wB97M-V def2-TZVPD def2/J DEFGRID3
* xyz 0 1
C 1.57978 0.54611 -0.30636
C 0.09813 0.06602 -0.23357
C -0.84914 0.89432 0.00027
H -0.65637 1.89467 0.31043
H -2.99322 0.56964 0.03746
H -0.35039 -1.58044 0.61805
N 2.72741 -0.63133 -0.49357
N -1.97502 0.31797 0.38452
N -0.33836 -1.33080 -0.36404
O 2.72833 -1.35551 0.54042
O 1.89534 1.68634 -0.12495
O -1.86648 -1.07700 -0.36866
*
```

Properties
maximum force: 6.675 eV/Å
HOMO energy: -9.25 eV
orbital gap: 8.1 eV
SMILES: O=NC(=O)C1=CNON1

Here are the natural (NBO) charges for atoms 1 to 8, given in e: 0.6123, -0.0945, -0.0142, 0.2491, 0.4063, 0.3471, 0.1330, -0.3227



Entry 5:
ORCA calculation (ωB97M-V/def2-TZVPD) on a cluster of 3 separate species, C3H3N3O4 in total at a distorted geometry.

```
! RIJCOSX wB97M-V def2-TZVPD def2/J DEFGRID3
* xyz 0 1
C -2.76193 1.38014 0.45030
C 1.36565 -3.00823 -1.07951
C -1.39195 0.96281 0.36983
N -3.64540 2.08702 0.76582
N 1.44181 1.29488 0.68423
N -1.17530 -0.34585 0.31381
O 0.85035 -2.78475 -0.08357
O 1.85734 -3.30363 -2.07564
O 1.67763 0.32694 -0.05423
O 1.80350 2.46693 0.21884
H -0.27224 -0.73864 0.46164
H 2.07837 2.59441 -0.69691
H -1.82784 -0.93203 0.72540
*
```

Properties
maximum force: 4.058 eV/Å
HOMO energy: -9.22 eV
orbital gap: 8.8 eV

Here are the natural (NBO) charges for atoms 1 to 8, given in e: 0.0977, 1.0331, 0.0766, -0.2582, 0.4031, -0.6917, -0.5311, -0.5005



Entry 6:
ORCA calculation (ωB97M-V/def2-TZVPD) on the molecule C3H3N3S at a distorted geometry.

```
! RIJCOSX wB97M-V def2-TZVPD def2/J DEFGRID3
* xyz 0 1
C -0.46089 0.00740 0.83449
C 1.28740 0.86026 -0.03191
C -0.53866 -0.37160 -0.65762
H -1.79031 -1.16954 1.69980
H 2.21454 1.45559 -0.29921
H 0.42626 0.06669 -2.06230
N -1.04955 -0.41173 1.93168
N 0.73871 0.88593 1.02329
N 0.54574 0.22672 -1.07536
S -1.37322 -1.54973 -1.36286
*
```

Properties
maximum force: 7.827 eV/Å
HOMO energy: -9.24 eV
orbital gap: 8.1 eV
SMILES: [H]/N=C1/N=CNC1=S

Here are the natural (NBO) charges for atoms 1 to 8, given in e: 0.3001, 0.2798, -0.0093, 0.3589, 0.2088, 0.4451, -0.5029, -0.4086



Entry 7:
ORCA calculation (ωB97M-V/def2-TZVPD) on the molecule C3H3N3S at a distorted geometry.

```
! RIJCOSX wB97M-V def2-TZVPD def2/J DEFGRID3
* xyz 0 1
C -0.00978 -0.49944 0.01981
C -0.70746 1.59086 0.84692
C 0.68065 1.47838 -0.89896
H -0.15228 -2.49459 1.52102
H -1.42902 2.19794 1.47752
H 1.07604 1.61258 -1.89069
N -0.68045 0.24643 0.92464
N 0.14684 2.24142 -0.01307
N 0.38193 0.11397 -1.09554
S 0.11166 -2.18422 0.02333
*
```

Properties
maximum force: 5.656 eV/Å
HOMO energy: -9.64 eV
orbital gap: 9.7 eV
SMILES: Sc1ncncn1

Here are the natural (NBO) charges for atoms 1 to 8, given in e: 0.2221, 0.2928, 0.2536, 0.1770, 0.2116, 0.2195, -0.5027, -0.4848



Entry 8:
ORCA calculation (ωB97M-V/def2-TZVPD) on the ion C3H3N4 with charge +1 at a distorted geometry.

```
! RIJCOSX wB97M-V def2-TZVPD def2/J DEFGRID3
* xyz 1 1
C 0.05787 -0.20900 -0.26756
C -0.44134 1.08316 -0.63572
C -0.02641 -0.25671 1.06439
N -1.59528 1.91523 3.45431
N -0.89421 1.73183 0.35285
N -1.08804 1.39190 2.60025
N -0.68533 0.88261 1.52146
H 0.42395 -0.87133 -0.95098
H -0.39444 1.41992 -1.64809
H 0.29011 -0.91404 1.81020
*
```

Properties
maximum force: 4.053 eV/Å
HOMO energy: -15.67 eV
orbital gap: 9.3 eV
SMILES: N#[N+]n1cccn1

Here are the natural (NBO) charges for atoms 1 to 8, given in e: -0.2248, 0.0680, 0.0140, 0.3415, -0.1908, 0.2832, -0.0822, 0.2678



Entry 9:
ORCA calculation (ωB97M-V/def2-TZVPD) on a structure of composition C3H3N4O at a distorted geometry.

```
! RIJCOSX wB97M-V def2-TZVPD def2/J DEFGRID3
* xyz 1 1
C -0.80127 -1.18944 -0.03030
C -0.09817 0.03972 -0.03943
C 1.19484 -1.62378 -0.00217
N 4.07848 0.12716 -0.04241
N 5.13371 -0.01284 0.07760
N 0.08809 -2.20288 -0.15899
N 1.18847 -0.35205 -0.23307
O -0.49276 1.25442 -0.08047
H -1.84070 -1.37510 0.18446
H 1.94122 0.32063 -0.22809
H -1.43679 1.23409 0.06613
*
```

Properties
maximum force: 4.511 eV/Å
HOMO energy (spin up / spin down): -15.24 / -15.71 eV
orbital gap (spin up / spin down): 8.4 / 7.8 eV

Here are the natural (NBO) charges for atoms 1 to 8, given in e: 0.0217, 0.5547, 0.6508, -0.0955, 0.1084, -0.3954, -0.6020, -0.5086



Entry 10:
ORCA calculation (ωB97M-V/def2-TZVPD) on the ion C3H3N4O with charge +1 at a distorted geometry.

```
! RIJCOSX wB97M-V def2-TZVPD def2/J DEFGRID3
* xyz 1 1
C 1.10544 0.81616 1.86024
C 0.66499 -0.03579 0.85313
C -0.81373 0.22581 -1.21989
N 0.17793 1.23142 0.97369
N -1.80891 0.89136 -1.14417
N 0.55607 -1.15203 0.23888
N -0.33940 -0.96925 -1.11281
O -0.36019 -1.92541 -1.83017
H 1.72696 1.11339 2.72895
H -1.99528 1.80325 -1.55306
H 1.08612 -1.99891 0.20521
*
```

Properties
maximum force: 3.563 eV/Å
HOMO energy (spin up / spin down): -13.10 / -13.09 eV
orbital gap (spin up / spin down): 7.3 / 7.3 eV
SMILES: [NH+]#CN([O-])/[NH+]=c1/cn1

Here are the natural (NBO) charges for atoms 1 to 8, given in e: 0.1867, 0.3894, 0.4349, -0.1635, -0.4819, -0.4308, 0.1903, -0.3307



Entry 11:
ORCA calculation (ωB97M-V/def2-TZVPD) on the molecule C3H3N4O2PS2 at a distorted geometry.

```
! RIJCOSX wB97M-V def2-TZVPD def2/J DEFGRID3
* xyz 0 1
C 2.09385 0.55352 -0.29192
C 1.69541 -0.78329 0.13717
C -0.30520 0.16261 -0.04004
N 3.40414 0.51772 -0.40710
N 2.79666 -1.52019 0.19432
N 3.75388 -0.72119 -0.13193
N 0.35321 -0.91078 0.33146
O -2.23391 1.90104 0.93907
O -2.71711 -0.60315 0.96072
P -2.06868 0.64924 0.20545
S -2.70691 0.72281 -1.82704
S 0.71514 1.51313 -0.40586
H -1.45737 0.24838 -1.96825
H -0.09930 -1.74798 0.68598
H -3.22382 0.01813 1.61797
*
```

Properties
maximum force: 3.007 eV/Å
HOMO energy (spin up / spin down): -9.45 / -9.45 eV
orbital gap (spin up / spin down): 8.2 / 8.2 eV

Here are the natural (NBO) charges for atoms 1 to 8, given in e: -0.1644, 0.1897, -0.3943, -0.3005, -0.2955, -0.0295, -0.4335, -1.0537



Entry 12:
ORCA calculation (ωB97M-V/def2-TZVPD) on the molecule C3H3NO at a distorted geometry.

```
! RIJCOSX wB97M-V def2-TZVPD def2/J DEFGRID3
* xyz 0 1
C -1.55135 -0.32868 -0.09700
C -0.08966 -0.39872 0.27837
C 0.98722 0.43064 -0.26065
H -0.05431 -0.37539 1.30515
H 1.54998 0.68957 0.61678
H 0.78753 1.17946 -1.07659
N -2.66195 -0.19593 -0.33067
O 1.03255 -1.00095 -0.43540
*
```

Properties
maximum force: 2.755 eV/Å
HOMO energy: -11.39 eV
orbital gap: 12.2 eV
SMILES: N#C[C@@H]1CO1

natural (NBO) charges in e: 0.2467, -0.0386, -0.0907, 0.2062, 0.1882, 0.2134, -0.2928, -0.4324



Entry 13:
ORCA calculation (ωB97M-V/def2-TZVPD) on the molecule C3H3NO at a distorted geometry.

```
! RIJCOSX wB97M-V def2-TZVPD def2/J DEFGRID3
* xyz 0 1
O 0.63310 -1.35243 0.01148
C 1.13256 -0.10741 -0.09323
C 0.09645 0.77418 0.01382
C -1.04188 -0.04868 0.16597
N -0.73437 -1.31689 0.15557
H 2.20929 -0.03336 -0.18493
H -0.25161 1.74337 -0.35511
H -2.06308 0.30305 0.27323
*
```

Properties
maximum force: 1.835 eV/Å
HOMO energy: -10.06 eV
orbital gap: 11.1 eV
SMILES: c1cnoc1

natural (NBO) charges in e: -0.2735, 0.1352, -0.3928, -0.0401, -0.1142, 0.2201, 0.2481, 0.2171



Entry 14:
ORCA calculation (ωB97M-V/def2-TZVPD) on the molecule C3H3NO at a distorted geometry.

```
! RIJCOSX wB97M-V def2-TZVPD def2/J DEFGRID3
* xyz 0 1
O 1.14553 -0.88924 -1.61247
C 0.84228 -0.58367 -0.49025
C -0.22269 0.47176 -0.19517
C -0.96011 0.16631 1.03072
N -1.51472 -0.12010 2.00362
H 1.33014 -1.03249 0.39695
H -0.89761 0.54469 -1.05240
H 0.27719 1.44274 -0.08099
*
```

Properties
maximum force: 1.110 eV/Å
HOMO energy: -10.82 eV
orbital gap: 11.3 eV
SMILES: N#CCC=O

natural (NBO) charges in e: -0.4829, 0.4514, -0.6224, 0.2713, -0.2967, 0.1270, 0.2760, 0.2763



Entry 15:
ORCA calculation (ωB97M-V/def2-TZVPD) on the molecule C3H3NO.

```
! RIJCOSX wB97M-V def2-TZVPD def2/J DEFGRID3
* xyz 0 1
O -0.98253 1.09515 -0.20281
C -0.70648 0.24077 0.78964
C 0.34242 -0.55098 0.45008
C 0.64561 -0.11205 -0.86880
N -0.12900 0.86673 -1.25352
H -1.38425 0.28479 1.62965
H 0.83868 -1.32229 1.02204
H 1.37556 -0.50211 -1.56627
*
```

Properties
maximum force: 0.425 eV/Å
HOMO energy: -10.09 eV
orbital gap: 11.1 eV
SMILES: c1cnoc1

natural (NBO) charges in e: -0.2740, 0.1327, -0.3747, -0.0441, -0.1164, 0.2146, 0.2412, 0.2206



Entry 16:
ORCA calculation (ωB97M-V/def2-TZVPD) on a cluster of 2 separate species, C3H3NO in total at a distorted geometry.

```
! RIJCOSX wB97M-V def2-TZVPD def2/J DEFGRID3
* xyz 0 1
O -1.67458 0.74889 0.23602
C -1.15162 -0.29723 0.17937
C -0.54318 -1.45527 0.10908
C 1.30394 1.63742 -0.22760
N 1.96125 0.71131 -0.43168
H 0.67538 2.48335 -0.03465
H 0.48587 -1.46752 -0.23142
H -1.05707 -2.36096 0.40088
*
```

Properties
maximum force: 1.183 eV/Å
HOMO energy: -9.36 eV
orbital gap: 10.2 eV
SMILES: C=C=O.C#N

natural (NBO) charges in e: -0.4861, 0.7258, -0.7871, 0.0800, -0.3231, 0.2433, 0.2828, 0.2644



Entry 17:
ORCA calculation (ωB97M-V/def2-TZVPD) on a cluster of 2 separate species, C3H3NO in total at a distorted geometry.

```
! RIJCOSX wB97M-V def2-TZVPD def2/J DEFGRID3
* xyz 0 1
C -0.58179 -0.51315 0.51408
C -0.10158 0.73951 0.20821
O -1.06657 -1.62612 -0.00085
C 1.32270 0.68725 0.08372
N 2.16119 1.41250 -0.36183
H -1.89812 -1.44287 -0.48286
H 0.87887 -0.79047 0.24699
H -0.71469 1.53333 -0.20746
*
```

Properties
maximum force: 8.991 eV/Å
HOMO energy (spin up / spin down): -9.30 / -9.30 eV
orbital gap (spin up / spin down): 8.8 / 8.8 eV

natural (NBO) charges in e: 0.3092, -0.3663, -0.6193, 0.1148, -0.2469, 0.4764, 0.1216, 0.2106



Entry 18:
ORCA calculation (ωB97M-V/def2-TZVPD) on the molecule C3H3NO at a distorted geometry.

```
! RIJCOSX wB97M-V def2-TZVPD def2/J DEFGRID3
* xyz 0 1
C 2.04430 0.00249 0.02789
C -0.06540 -0.49086 -0.27618
C 0.81752 0.72528 0.29259
N 1.07489 -0.83663 0.52580
O 3.19089 0.07112 -0.23711
H -1.02067 -0.65967 0.19636
H -0.01685 -0.64215 -1.34535
H 0.52448 1.33767 1.12237
*
```

Properties
maximum force: 2.786 eV/Å
HOMO energy: -10.15 eV
orbital gap: 11.0 eV
SMILES: O=C1[C@H]2CN12

natural (NBO) charges in e: 0.6511, -0.2134, -0.2046, -0.3750, -0.5022, 0.2154, 0.2061, 0.2225



Entry 19:
ORCA calculation (ωB97M-V/def2-TZVPD) on the ion C3H3NO2 with charge -2 at a distorted geometry.

```
! RIJCOSX wB97M-V def2-TZVPD def2/J DEFGRID3
* xyz -2 1
C 0.57344 1.17679 0.19505
C 1.33397 -1.02617 -0.52843
C 0.01494 -0.16904 0.21894
N 2.18626 -1.63297 0.36448
O 2.10377 -1.63320 1.66766
O 3.12672 -2.26482 -0.29094
H 0.19259 1.56105 -0.84700
H -0.25114 -0.48335 1.23062
H -1.01540 -0.49311 -0.44044
*
```

Properties
maximum force: 2.852 eV/Å
HOMO energy: 2.12 eV
orbital gap: 5.7 eV

Here are the natural (NBO) charges for atoms 1 to 8, given in e: -0.3322, -0.2913, -0.6138, 0.2749, -0.6815, -0.6743, 0.0514, 0.1813



Entry 20:
ORCA calculation (ωB97M-V/def2-TZVPD) on a cluster of 2 separate species, C3H3NO2 in total at a distorted geometry.

```
! RIJCOSX wB97M-V def2-TZVPD def2/J DEFGRID3
* xyz 0 1
O 0.23024 1.45354 -1.20805
C 0.23074 0.36436 -0.35543
C -0.97684 0.04436 0.12192
O -2.12400 0.10994 0.34652
C 1.47164 -0.30016 -0.14663
N 2.49386 -0.82859 0.00168
H -0.65623 1.83246 -1.15747
H -0.25356 -1.09657 1.47555
H -0.41584 -1.57934 0.92191
*
```

Properties
maximum force: 1.249 eV/Å
HOMO energy: -9.22 eV
orbital gap: 9.0 eV
SMILES: N#CC(O)=C=O.[H][H]

Here are the natural (NBO) charges for atoms 1 to 8, given in e: -0.6333, -0.0984, 0.6387, -0.4415, 0.2358, -0.2785, 0.4832, 0.0510



Record-wise energy above the lowest of the compared OMol25 structures with the same formula, charge and spin values, in kcal/mol: 116.45 139.76 142.88 222.86 63.17 47.67 43.19 55.20 0.00 116.50 0.00 46.63 35.05 5.70 24.29 27.20 141.18 54.38 91.45 97.32